{"formula": "C42H108CrN3O14", "method": "the ωB97M-V functional and the def2-TZVPD basis", "multiplicity": 6, "homo_energy_ev": [-4.248, -7.266], "s2": 8.75, "orbital_gap_ev": [4.636, 7.647], "elements": ["Cr", "C", "C", "C", "O", "H", "H", "H", "H", "H", "H", "H", "C", "O", "C", "C", "N", "C", "C", "O", "C", "H", "H", "H", "H", "H", "H", "H", "H", "H", "H", "H", "H", "H", "H", "H", "C", "O", "C", "C", "N", "C", "C", "O", "C", "H", "H", "H", "H", "H", "H", "H", "H", "H", "H", "H", "H", "H", "H", "H", "C", "O", "C", "C", "N", "C", "C", "O", "C", "H", "H", "H", "H", "H", "H", "H", "H", "H", "H", "H", "H", "H", "H", "H", "C", "C", "C", "O", "H", "H", "H", "H", "H", "H", "H", "H", "C", "C", "C", "O", "H", "H", "H", "H", "H", "H", "H", "H", "C", "C", "C", "O", "H", "H", "H", "H", "H", "H", "H", "H", "C", "C", "C", "O", "H", "H", "H", "H", "H", "H", "H", "H", "C", "C", "C", "O", "H", "H", "H", "H", "H", "H", "H", "H", "C", "C", "C", "O", "H", "H", "H", "H", "H", "H", "H", "H", "C", "C", "C", "O", "H", "H", "H", "H", "H", "H", "H", "H"], "xyz": [[2.59497, 1.30407, -2.93249], [1.18939, -0.89481, 0.58030], [0.59101, 0.03561, -0.47272], [-0.73150, 0.57154, 0.03201], [1.49687, 0.95223, -1.06461], [0.50192, -1.64913, 0.96303], [1.43425, -0.34160, 1.48700], [2.04170, -1.46086, 0.20446], [0.36014, -0.69553, -1.24746], [-1.30354, 0.83993, -0.85615], [-0.63386, 1.49240, 0.60698], [-1.33226, -0.15104, 0.58433], [4.93444, 0.34916, -0.68389], [4.29377, 0.05871, -1.95012], [4.26777, -1.29339, -2.39208], [3.56228, -1.37348, -3.69442], [2.23676, -0.85134, -3.49603], [1.46831, -0.61273, -4.71086], [0.26056, 0.31449, -4.48565], [0.68832, 1.51762, -3.92509], [-0.43629, 2.36901, -3.62396], [6.02005, 0.26516, -0.73384], [4.61148, -0.30232, 0.12814], [4.74002, 1.39865, -0.46283], [3.76415, -1.90004, -1.63947], [5.26010, -1.73656, -2.47564], [3.55864, -2.44209, -3.90925], [4.11936, -0.84500, -4.46803], [1.73884, -1.55540, -2.97023], [1.10101, -1.56416, -5.09552], [2.07884, -0.19223, -5.50995], [-0.40327, -0.30687, -3.88452], [-0.20908, 0.37854, -5.46720], [0.07439, 3.31627, -3.45068], [-0.94213, 2.13955, -2.68611], [-1.12614, 2.37344, -4.46788], [-0.23234, -7.26706, -4.07295], [-1.57882, -7.09571, -3.57452], [-2.16904, -8.29536, -3.07435], [-3.26335, -8.01994, -2.14150], [-2.93319, -6.92355, -1.16911], [-4.21971, -6.50455, -0.53637], [-3.95170, -5.35622, 0.50542], [-3.34171, -4.23170, -0.07189], [-3.08791, -3.16217, 0.82354], [-0.09734, -6.46996, -4.80405], [-0.08487, -8.22868, -4.56453], [0.51102, -7.08365, -3.29715], [-1.43117, -8.84616, -2.49103], [-2.54883, -8.86949, -3.91947], [-3.48272, -8.92103, -1.56876], [-4.08429, -7.77541, -2.81556], [-2.51417, -6.16940, -1.69424], [-4.66028, -7.39607, -0.09004], [-4.94228, -6.28683, -1.32288], [-3.33963, -5.72511, 1.32846], [-4.87898, -4.99939, 0.95366], [-2.30618, -3.41351, 1.54037], [-4.01749, -2.94089, 1.34795], [-2.73414, -2.26254, 0.31995], [0.16695, 7.86835, 4.22945], [-1.04215, 7.12758, 4.40077], [-0.69067, 5.74347, 4.79776], [-0.09281, 4.91789, 3.69596], [-0.87229, 4.95971, 2.48184], [-0.22854, 4.21402, 1.38201], [-1.00797, 4.48985, 0.10027], [-0.69299, 5.80753, -0.40769], [-1.41271, 6.20347, -1.54921], [0.90496, 7.42614, 3.56021], [0.64642, 8.04572, 5.19212], [-0.06198, 8.86489, 3.85180], [-1.64142, 5.33358, 5.13856], [0.01011, 5.75685, 5.63253], [-0.00848, 3.88917, 4.04626], [0.94727, 5.18664, 3.51130], [-0.79924, 5.94156, 2.25659], [-0.34629, 3.17070, 1.67476], [0.84054, 4.32642, 1.20160], [-2.08300, 4.44025, 0.27339], [-0.62938, 3.75445, -0.60962], [-0.81552, 7.02545, -1.94395], [-2.47505, 6.41439, -1.42663], [-1.28868, 5.42324, -2.30017], [-6.75721, 1.48078, -1.69031], [-5.67159, 0.56600, -2.24773], [-4.24435, 0.90023, -1.72535], [-6.10478, -0.72922, -1.96166], [-6.43788, 2.50310, -1.89279], [-6.88710, 1.29643, -0.62389], [-7.66128, 1.27887, -2.26475], [-5.69812, 0.60794, -3.33660], [-3.96786, 1.92894, -1.95646], [-3.39551, 0.29068, -2.03522], [-4.27157, 0.89415, -0.63571], [-6.73962, -0.77867, -1.24323], [-3.99459, 3.21850, 3.74155], [-4.77922, 2.16861, 2.94162], [-3.93956, 0.91968, 2.53942], [-5.84543, 1.77085, 3.70390], [-3.03539, 3.45457, 3.28078], [-3.76511, 2.82481, 4.73172], [-4.45472, 4.20308, 3.82514], [-5.23904, 2.54910, 2.02954], [-4.68871, 0.18037, 2.25604], [-3.41653, 0.50204, 3.39973], [-3.27662, 1.08206, 1.68958], [-6.30741, 2.57396, 3.95528], [3.68461, -3.72156, 1.40964], [4.24048, -4.75690, 0.47692], [4.09981, -6.15683, 1.02725], [3.47554, -4.77458, -0.69935], [3.55274, -2.81741, 0.81532], [4.42775, -3.48806, 2.17209], [2.71463, -3.91213, 1.86892], [5.29041, -4.54996, 0.26973], [4.64807, -6.88100, 0.42469], [3.05450, -6.46542, 1.01310], [4.50725, -6.31184, 2.02627], [3.91029, -5.36943, -1.31477], [-0.37956, 0.48438, 4.51452], [0.67721, -0.32602, 5.29012], [1.32047, -1.41127, 4.44122], [1.65438, 0.45624, 5.82701], [-1.22061, -0.19157, 4.36024], [-0.05162, 0.60015, 3.48148], [-0.73281, 1.41135, 4.96621], [0.14905, -0.81194, 6.11049], [0.71102, -2.22751, 4.05340], [2.06838, -1.84086, 5.10769], [1.89308, -0.90619, 3.66333], [2.00158, 0.10303, 6.64937], [2.18052, 5.20786, -2.00016], [3.46571, 4.40928, -2.27172], [4.60373, 5.08451, -1.44534], [3.28875, 3.10426, -1.80322], [2.23789, 6.13869, -2.56440], [2.06928, 5.43757, -0.94046], [1.26369, 4.75880, -2.38208], [3.72990, 4.49792, -3.32550], [4.44639, 5.08588, -0.36676], [4.73600, 6.14439, -1.66275], [5.55613, 4.69337, -1.80317], [3.25211, 3.18968, -0.84773], [-0.18180, -3.90171, -1.13487], [0.31956, -4.18573, -2.56232], [-0.51194, -3.60887, -3.69636], [1.53277, -3.51319, -2.55136], [-1.05240, -4.51484, -0.90195], [-0.55882, -2.89106, -0.97820], [0.51193, -4.03480, -0.30473], [0.42427, -5.26549, -2.66847], [-0.44906, -2.52223, -3.63845], [-1.48660, -4.09432, -3.74634], [-0.01655, -3.85209, -4.63633], [2.12942, -3.99441, -1.97340], [3.64444, 1.58553, 2.81064], [2.90690, 2.78997, 2.27779], [3.56630, 4.09677, 2.64102], [2.67054, 2.75674, 0.91595], [4.66437, 1.52805, 2.43046], [3.26852, 0.67262, 2.34870], [3.57530, 1.58074, 3.89843], [1.92407, 2.77378, 2.74884], [4.60810, 4.17111, 2.32918], [3.61312, 4.19712, 3.72538], [3.09466, 5.00854, 2.27450], [2.04612, 2.04928, 0.73931]], "mulliken_charge": [0.606, 0.580, 1.276, 0.875, 0.467, 0.515, -0.535, -1.220, -1.002, -0.537, -1.275, 0.107, -0.284, -0.272, 0.293, -1.101, 1.304, -1.060, -0.501, -0.089, -0.072, 0.434, 0.047, -0.210, -0.353, 0.476, 0.319, 0.457, -1.252, 0.462, 0.438, 0.302, 0.440, -0.139, -0.257, 0.399, -0.815, -0.224, -0.647, -0.597, -0.237, -0.761, -0.633, -0.189, -0.677, 0.193, 0.453, 0.259, 0.420, 0.324, 0.346, 0.347, 0.080, 0.437, 0.396, 0.348, 0.419, 0.323, 0.480, -0.036, -0.637, -0.385, -0.711, -0.021, -0.237, 1.064, -0.270, -0.316, -0.757, 0.204, 0.318, 0.262, 0.287, 0.411, -0.072, 0.117, 0.449, -0.603, -0.677, 0.717, 0.024, 0.297, 0.316, 0.185, -1.500, 0.534, -0.634, -0.553, 0.373, 0.365, 0.402, 0.288, 0.340, 0.204, -0.150, 0.328, -1.002, 0.363, -0.654, -0.595, -0.057, 0.354, 0.487, 0.159, 0.368, 0.304, -0.131, 0.362, -0.926, 0.487, -1.522, -0.346, -0.075, 0.480, 0.318, 0.237, 0.433, 0.298, 0.386, 0.167, -0.670, 0.278, -1.066, -0.528, 0.401, -0.196, 0.345, 0.320, 0.377, 0.436, 0.037, 0.333, -0.495, 0.552, -1.389, -0.098, 0.539, 0.090, -0.402, 0.450, 0.204, 0.459, 0.339, -0.216, -0.140, 1.940, -1.360, -0.263, -0.084, -0.370, 0.302, -0.812, 0.002, 0.424, 0.388, -0.099, -1.187, 2.056, -2.049, 1.449, 0.391, -0.169, 0.372, -0.655, 0.390, 0.454, 0.354, -0.935]}